1.
A structure of composition C26H42F3N2OP in a non-equilibrium geometry. Source: the OMol25 dataset; level of theory: ωB97M-V/def2-TZVPD.

Calculated values
Net charge: 0
HOMO, hartree: -0.224
Lowest unoccupied orbital energy, eV: -1.480

XYZ file:
```
75
C26H42F3N2OP (ωB97M-V/def2-TZVPD)
C 1.72 4.84 1.75
C 0.76 4.19 2.77
C 1.62 3.70 3.93
C -0.15 5.29 3.35
C -0.04 3.05 2.09
C 0.22 1.69 2.29
C -0.45 0.65 1.58
C -0.02 -0.79 1.58
C -1.16 -1.74 1.76
F -0.75 -2.94 2.27
F -2.14 -1.30 2.67
F -1.85 -2.10 0.56
C -1.59 1.05 0.82
C -1.81 2.36 0.47
C -2.83 2.74 -0.63
C -3.83 3.79 -0.14
C -3.64 1.54 -1.10
C -2.09 3.31 -1.85
C -1.00 3.45 1.05
O -1.06 4.63 0.64
H 1.14 5.29 0.93
H 2.31 5.63 2.23
H 2.42 4.09 1.35
H 1.01 3.25 4.72
H 2.37 2.97 3.61
H 2.17 4.52 4.39
H -0.82 4.88 4.12
H 0.47 6.08 3.81
H -0.74 5.75 2.55
H 0.92 1.36 3.06
H 0.76 -1.01 2.33
H -2.23 0.21 0.51
H -3.33 4.71 0.15
H -4.55 4.03 -0.94
H -4.40 3.42 0.71
H -3.00 0.76 -1.52
H -4.21 1.11 -0.26
H -4.36 1.82 -1.87
H -1.37 2.58 -2.24
H -2.81 3.54 -2.66
H -1.55 4.22 -1.59
C 0.40 -0.10 -3.43
C 1.52 -0.95 -2.82
C 2.32 -1.56 -3.98
C 2.43 -0.11 -1.94
N 0.90 -1.99 -1.95
P 1.43 -2.45 -0.39
H 0.69 -1.45 0.72
N 0.69 -3.98 -0.63
C 1.03 -5.28 0.02
C -0.27 -5.96 0.45
C 1.90 -4.98 1.22
C 1.77 -6.25 -0.92
C -0.13 -4.01 -1.74
C -0.01 -2.87 -2.51
H -0.27 0.26 -2.63
H 0.85 0.75 -3.96
H -0.19 -0.69 -4.15
H 3.11 -2.23 -3.62
H 1.66 -2.12 -4.67
H 2.79 -0.75 -4.56
H 3.27 -0.71 -1.56
H 2.84 0.72 -2.52
H 1.88 0.30 -1.10
H -0.84 -6.30 -0.43
H -0.04 -6.84 1.07
H -0.89 -5.25 1.02
H 2.86 -4.53 0.92
H 1.39 -4.29 1.90
H 2.12 -5.90 1.78
H 2.69 -5.81 -1.31
H 2.03 -7.17 -0.35
H 1.13 -6.56 -1.76
H -0.71 -4.89 -1.97
H -0.47 -2.65 -3.45
```

2.
A structure of composition C26H42N3OP2Pd in a non-equilibrium geometry. Source: the OMol25 dataset; level of theory: ωB97M-V/def2-TZVPD.

Calculated values
Net charge: +1
HOMO, hartree: -0.352
Energy above the lowest of the compared OMol25 structures with the same formula, charge and spin, kcal per mole: 26.4
Lowest unoccupied orbital energy, eV: -3.042

XYZ file:
```
75
C26H42N3OP2Pd (ωB97M-V/def2-TZVPD)
Pd -0.55 -0.08 0.20
C -0.37 -4.23 -1.20
C 0.33 -3.14 -2.03
C 1.84 -3.12 -1.74
P -0.36 -1.49 -1.69
C -2.15 -1.53 -2.19
C -2.43 -1.82 -3.66
C -2.73 -0.18 -1.75
C 0.41 -0.34 -2.82
C 0.61 -0.58 -4.19
C 1.18 0.38 -4.99
C 1.55 1.60 -4.42
C 1.39 1.84 -3.07
C 0.85 0.84 -2.23
N 0.73 1.03 -0.86
C 1.75 1.62 -0.11
C 3.06 1.76 -0.57
C 4.02 2.39 0.20
C 3.71 2.90 1.46
C 2.43 2.74 1.94
C 1.45 2.08 1.18
P -0.25 1.74 1.65
C -0.54 1.53 3.46
C 0.38 2.29 4.42
C -0.55 0.06 3.87
C -1.21 3.24 1.20
C -1.18 3.49 -0.31
C -0.74 4.48 1.96
H 0.07 -5.20 -1.44
H -1.44 -4.28 -1.41
H -0.23 -4.05 -0.14
H 0.16 -3.33 -3.09
H 2.03 -2.82 -0.71
H 2.36 -2.43 -2.40
H 2.26 -4.12 -1.89
H -2.60 -2.32 -1.58
H -2.02 -1.04 -4.30
H -3.50 -1.87 -3.83
H -2.01 -2.78 -3.98
H -2.39 0.63 -2.40
H -2.36 0.03 -0.73
H -3.82 -0.18 -1.74
H 0.30 -1.52 -4.63
H 1.32 0.20 -6.05
H 1.97 2.38 -5.04
H 1.69 2.78 -2.64
H 3.33 1.36 -1.54
H 5.03 2.47 -0.18
H 4.46 3.41 2.05
H 2.19 3.13 2.92
H -1.56 1.91 3.56
H 1.36 1.82 4.48
H -0.06 2.25 5.41
H 0.51 3.34 4.17
H 0.40 -0.42 3.66
H -1.33 -0.50 3.35
H -0.74 -0.01 4.95
H -2.24 3.01 1.50
H -0.18 3.80 -0.63
H -1.88 4.30 -0.55
H -1.46 2.61 -0.88
H 0.33 4.65 1.83
H -0.96 4.42 3.03
H -1.26 5.36 1.57
C 0.41 -3.95 3.11
N -0.93 -3.80 2.54
C -1.28 -2.71 1.83
N -2.56 -2.65 1.39
O -0.45 -1.82 1.56
H 0.73 -4.98 2.99
H 0.42 -3.69 4.17
H 1.09 -3.30 2.58
H -1.64 -4.45 2.82
H -3.26 -3.31 1.66
H -2.86 -1.80 0.94
```

| no. | HOMO-LUMO gap (eV) |
| --- | --- |
| 1 | 4.6 |
| 2 | 6.5 |